9
Properties=species:S:1:pos:R:3:forces:R:3:lowdin_charge:R:1 method="wB97M-V/def2-TZVPD" homo_lumo_gap_ev=9.83 mol_weight_g_mol=92.1 e_tot_ha=-623.3473 relative_energy_kj_mol=293.8 fmax_ha_per_bohr=0.0638 e_lumo_ha=0.02472
O 2.042935 -0.800835 0.009588 -1.3 1.1 0.6 -0.095
N 1.773539 0.594690 -0.305368 -1.9 -1.2 1.7 0.022
C 0.577985 0.833264 0.141425 -1.0 2.7 -1.6 -0.328
N -0.435165 0.022030 0.673399 0.8 0.3 0.3 -0.429
S -1.821693 -0.190633 -0.286983 0.5 -0.3 -0.8 0.758
H 2.763863 -1.009411 -0.547074 1.3 -0.2 -0.9 0.053
H 0.110612 1.886521 -0.027806 1.5 -1.7 0.0 0.135
H -0.090447 -0.795209 1.113591 0.2 -1.0 0.1 0.052
H -2.816950 0.058292 0.551554 -0.1 0.4 0.7 -0.168


8
Properties=species:S:1:pos:R:3:forces:R:3:mulliken_spin:R:1 method="wB97M-V/def2-TZVPD" homo_lumo_gap_ev="8.01 / 8.69" mol_weight_g_mol=75.0 e_tot_ha=-490.8682 relative_energy_kj_mol=283.6 total_charge=+1 spin_multiplicity=3 fmax_ha_per_bohr=0.0655 e_lumo_ha="-0.19161 / -0.27711"
C 0.275149 -0.771285 0.066370 -1.9 -0.4 0.9 0.817
N 0.001116 1.285371 -0.499963 0.4 -0.6 -0.2 0.826
N 0.168124 -1.052652 1.309217 -1.1 3.0 -1.2 -0.001
P -0.719724 1.263565 -1.852806 0.1 2.3 0.4 0.071
H 0.815355 -1.354589 -0.632112 0.9 -0.2 -0.7 0.046
H 0.772977 -1.807864 1.541486 0.3 -0.6 1.8 0.024
H -0.436903 -0.351267 1.877398 1.5 -2.2 -0.5 0.016
H -0.876093 2.788720 -1.809591 -0.3 -1.2 -0.5 0.201


9
Properties=species:S:1:pos:R:3:forces:R:3:lowdin_charge:R:1 method="wB97M-V/def2-TZVPD" homo_lumo_gap_ev="6.32 / 6.31" mol_weight_g_mol=107.1 e_tot_ha=-889.1887 relative_energy_kj_mol=316.5 smiles="N/C=[NH+]/P=S" total_charge=+1 fmax_ha_per_bohr=0.1150 e_lumo_ha="-0.25151 / -0.25152"
N -1.423678 -1.036697 0.312884 -1.4 0.7 1.5 0.177
C -0.226104 -0.674619 -0.087471 2.1 -2.1 0.0 -0.244
N 0.524415 0.428298 0.019147 -2.0 2.0 -0.2 -0.313
P 2.017289 0.692421 -0.855848 1.2 4.9 1.1 0.774
S 2.329209 3.141787 -0.346857 -1.0 -5.7 -1.1 0.013
H -1.950508 -1.944188 0.064548 1.8 1.8 0.5 0.197
H -1.836491 -0.490600 1.113533 0.0 -0.5 -1.6 0.170
H 0.431346 -1.516199 -0.388942 -0.8 0.3 -0.7 0.143
H 0.134522 1.399797 0.169005 0.0 -1.4 0.5 0.083


8
Properties=species:S:1:pos:R:3:forces:R:3:lowdin_charge:R:1 method="wB97M-V/def2-TZVPD" homo_lumo_gap_ev="7.43 / 7.22" mol_weight_g_mol=76.1 e_tot_ha=-548.0089 relative_energy_kj_mol=532.7 fmax_ha_per_bohr=0.0299 e_lumo_ha="-0.00202 / -0.00634"
C -1.756891 0.985560 -0.037367 0.7 -0.8 -0.1 -0.514
N 0.883536 -0.684762 0.072309 0.9 -0.5 -0.2 -0.258
N 1.624273 0.365652 0.355102 0.0 0.1 0.4 -0.016
S -1.573428 -0.573884 -0.003944 -1.3 0.7 0.0 0.676
H -2.677486 1.521900 0.117483 -0.4 0.2 0.1 -0.063
H 0.845368 -1.115777 -0.851760 0.2 0.2 0.3 0.084
H 0.725017 -1.317340 0.848422 0.2 0.2 -0.2 0.068
H 1.929614 0.818652 -0.500243 -0.2 -0.1 -0.3 0.024


8
Properties=species:S:1:pos:R:3:forces:R:3:lowdin_charge:R:1 method="wB97M-V/def2-TZVPD" homo_lumo_gap_ev="8.71 / 8.47" mol_weight_g_mol=72.1 e_tot_ha=-439.2584 relative_energy_kj_mol=628.8 fmax_ha_per_bohr=0.0681 e_lumo_ha="-0.01411 / -0.02429"
C 1.878973 -0.279365 -0.176326 -2.3 -0.3 2.6 -0.115
N -1.198156 -1.191214 -0.433977 0.2 -0.8 -0.3 -0.284
N 0.731460 -0.751416 0.145926 2.0 0.3 -0.3 -0.002
Si -1.946600 0.165657 0.013437 1.6 2.3 -0.2 0.506
H 2.521298 -0.319171 0.730222 0.0 -0.6 -0.3 0.076
H 2.314104 0.423315 -0.837596 -0.3 0.3 -1.8 0.047
H -3.159442 0.472894 0.760102 -0.5 -0.4 -0.1 -0.130
H -1.141638 1.479304 -0.201788 -0.8 -0.8 0.3 -0.098


8
Properties=species:S:1:pos:R:3:forces:R:3:lowdin_charge:R:1 method="wB97M-V/def2-TZVPD" homo_lumo_gap_ev="10.13 / 10.18" mol_weight_g_mol=58.1 e_tot_ha=-204.3059 relative_energy_kj_mol=524.6 total_charge=+1 fmax_ha_per_bohr=0.0608 e_lumo_ha="-0.22753 / -0.22711"
C -0.617652 0.980697 0.092849 -2.5 -1.0 1.6 -0.180
N 0.570604 -1.684287 0.113203 0.3 1.0 -0.2 0.239
N -1.469174 0.852474 0.877934 -0.5 1.4 -0.4 0.348
N 0.343010 0.877620 -0.710371 1.8 -0.2 -2.1 0.194
H 0.345572 -2.648472 0.232151 -0.2 -1.5 0.3 -0.030
H -2.411796 1.040171 1.293748 1.5 -0.5 -0.4 0.187
H 0.377593 1.299006 -1.629673 -0.4 1.1 0.2 0.164
H 0.740058 -0.061031 -0.842129 0.0 -0.2 1.0 0.077


9
Properties=species:S:1:pos:R:3:forces:R:3:lowdin_charge:R:1 method="wB97M-V/def2-TZVPD" homo_lumo_gap_ev=9.25 mol_weight_g_mol=74.1 e_tot_ha=-279.6437 relative_energy_kj_mol=339.2 total_charge=+1 fmax_ha_per_bohr=0.0825 e_lumo_ha=-0.21380
C 0.087691 0.075021 0.151724 -0.4 1.8 -2.2 -0.272
N 0.677190 1.753127 -0.520553 -0.3 -0.7 0.7 0.158
N 0.084887 -0.224473 1.405167 -0.9 -4.1 0.7 0.186
N -0.371683 -0.671701 -0.837111 1.0 2.6 -0.9 0.162
O 0.402180 1.843500 -1.616587 0.0 -0.4 0.2 0.118
H 0.297509 0.330401 2.215211 0.4 0.6 -0.3 0.135
H -0.206059 -1.262970 1.649339 0.7 2.8 -0.3 0.202
H -0.429520 -0.221653 -1.857862 0.2 -1.7 2.9 0.194
H -0.542195 -1.621252 -0.589328 -0.6 -0.9 -0.9 0.118


9
Properties=species:S:1:pos:R:3:forces:R:3:mulliken_spin:R:1 method="wB97M-V/def2-TZVPD" homo_lumo_gap_ev="9.91 / 10.18" mol_weight_g_mol=74.1 e_tot_ha=-279.6237 relative_energy_kj_mol=0.0 total_charge=+1 spin_multiplicity=3 fmax_ha_per_bohr=0.1007 e_lumo_ha="-0.16471 / -0.25117"
C 0.040764 -0.094414 0.042421 4.3 1.5 -2.5 0.141
N 1.464082 -0.281093 -0.171696 -1.4 -0.4 1.2 0.845
N -0.471782 -1.220456 0.331092 -3.2 -2.2 2.1 0.061
N -0.437802 1.034122 -0.414971 -4.3 0.0 -0.7 0.055
O 2.299571 0.535945 0.031544 1.0 1.1 -0.1 0.890
H -0.031385 -1.852565 1.014495 0.5 0.3 -1.0 0.006
H -1.469859 -1.232221 0.503775 -0.3 -0.1 -0.3 -0.004
H 0.019206 1.890980 -0.529151 2.0 0.9 0.0 -0.001
H -1.412791 1.219699 -0.807509 1.3 -1.2 1.3 0.007


10
Properties=species:S:1:pos:R:3:forces:R:3:lowdin_charge:R:1 method="wB97M-V/def2-TZVPD" homo_lumo_gap_ev="8.67 / 5.70" mol_weight_g_mol=90.1 e_tot_ha=-355.0407 relative_energy_kj_mol=556.9 total_charge=-1 fmax_ha_per_bohr=0.0998 e_lumo_ha="0.15980 / 0.12226"
C 1.874761 1.016690 0.068615 0.5 0.1 -2.0 0.038
N -1.210960 -1.357616 0.582777 -2.2 -0.4 0.6 -0.108
N -0.079210 -1.525044 0.141047 4.5 -2.4 -0.6 -0.058
N -1.867753 -0.300617 0.134208 -1.2 1.8 0.7 -0.530
O -1.203539 0.653154 -0.342191 -0.2 0.3 -0.9 -0.129
O -3.092719 -0.200658 0.444187 0.4 -0.2 -0.3 -0.134
H 2.437141 0.396201 -0.652510 0.0 0.3 0.6 -0.025
H 1.288281 0.422635 0.731530 -0.4 0.2 0.6 -0.061
H 1.527186 1.945545 -0.421764 0.0 -0.6 0.9 -0.011
H 0.326809 -1.050291 -0.685903 -1.4 0.8 0.5 0.018


9
Properties=species:S:1:pos:R:3:forces:R:3:lowdin_charge:R:1 method="wB97M-V/def2-TZVPD" homo_lumo_gap_ev="7.94 / 6.79" mol_weight_g_mol=89.0 e_tot_ha=-545.8922 relative_energy_kj_mol=604.2 fmax_ha_per_bohr=0.1138 e_lumo_ha="-0.03970 / -0.07189"
C -0.424936 -0.199264 -1.139586 0.0 0.1 1.4 -0.384
N -0.240858 1.266341 -0.778366 0.1 -0.4 -0.7 -0.041
N 0.416528 1.456819 0.281840 -1.6 0.8 -1.0 -0.161
N 0.905691 0.384227 0.802773 3.1 0.9 4.9 -0.425
P 0.542825 -1.124804 0.198558 0.1 -1.2 -2.0 0.799
H -1.474361 -0.400104 -0.997413 -0.5 0.0 -0.2 0.047
H -0.166760 -0.487844 -2.151891 0.3 0.4 -0.1 0.050
H 0.856247 0.343087 2.642645 0.1 0.2 -3.0 0.233
H -0.414375 -1.238456 1.141440 -1.6 -0.9 0.7 -0.117


11
Properties=species:S:1:pos:R:3:forces:R:3:lowdin_charge:R:1 method="wB97M-V/def2-TZVPD" homo_lumo_gap_ev=8.20 mol_weight_g_mol=151.0 e_tot_ha=-1228.8315 relative_energy_kj_mol=61.8 fmax_ha_per_bohr=0.1088 e_lumo_ha=-0.04358
C -1.678087 0.063152 -0.555649 -0.3 -0.9 2.4 -0.214
N 2.840650 -0.152015 -0.373752 -0.8 1.6 0.4 -0.689
N 0.560713 1.430221 0.447137 5.2 1.3 -1.7 -0.524
N 0.525311 -1.329285 0.385488 -0.5 -0.1 -0.1 -0.535
P 2.005724 -1.539801 0.005500 1.6 -0.6 -0.5 0.630
P 2.350222 1.376318 -0.151126 -4.0 -1.6 1.2 0.766
P -0.245192 0.095564 0.568346 0.0 -0.9 -0.6 0.415
H -1.478967 0.386819 -1.539602 0.5 1.3 -0.8 0.022
H -1.940299 -1.003321 -0.758990 -0.5 0.8 1.0 0.054
H -2.362550 0.713015 0.067719 -0.1 -0.9 -1.4 0.059
H -0.577527 -0.040663 1.904934 -1.1 0.1 0.2 0.016


9
Properties=species:S:1:pos:R:3:forces:R:3:lowdin_charge:R:1 method="wB97M-V/def2-TZVPD" homo_lumo_gap_ev="9.15 / 9.15" mol_weight_g_mol=90.1 e_tot_ha=-602.5070 relative_energy_kj_mol=300.2 total_charge=+1 fmax_ha_per_bohr=0.0406 e_lumo_ha="-0.17720 / -0.17716"
C -1.066170 0.334993 -0.778981 0.8 -1.3 -1.4 -0.402
N 2.196390 -1.184176 0.425781 1.2 -0.2 0.1 0.189
N -0.084020 -0.077844 0.194616 -0.2 -1.2 -0.1 -0.408
N 1.707703 -0.534088 -0.346249 -0.7 0.8 -1.6 0.162
S -0.612835 1.513245 0.449574 -0.2 0.6 0.3 1.105
H -0.614622 0.526413 -1.768726 -0.5 0.4 0.4 0.098
H -2.096183 -0.101233 -0.837438 0.9 0.5 0.6 0.118
H 2.065452 -1.453604 1.379012 -0.6 -0.4 1.1 0.144
H -1.495715 0.976293 1.282409 -0.7 0.9 0.8 -0.008


9
Properties=species:S:1:pos:R:3:forces:R:3:lowdin_charge:R:1 method="wB97M-V/def2-TZVPD" homo_lumo_gap_ev=11.01 mol_weight_g_mol=72.1 e_tot_ha=-259.4068 relative_energy_kj_mol=402.1 fmax_ha_per_bohr=0.0671 e_lumo_ha=0.03429
C -0.840207 0.689531 0.779747 0.3 0.9 1.1 -0.232
N 2.037570 -1.744740 -1.326220 0.3 -1.4 0.3 0.188
N 1.379309 -0.847575 -1.262899 0.8 -1.5 -0.6 -0.314
N -1.278705 -0.412365 1.238758 0.9 -0.1 1.1 -0.002
N 0.937254 0.252666 -1.284768 0.0 3.4 0.0 0.089
H 0.132847 1.331036 1.012416 -1.9 -1.7 -0.2 0.104
H -1.585900 1.190812 0.129410 0.7 -0.1 -0.1 0.062
H -0.745227 -0.897986 2.022129 -0.2 1.0 -1.5 0.068
H -0.036940 0.438622 -1.308574 -0.9 -0.6 -0.1 0.037


9
Properties=species:S:1:pos:R:3:forces:R:3:lowdin_charge:R:1 method="wB97M-V/def2-TZVPD" homo_lumo_gap_ev="8.06 / 8.85" mol_weight_g_mol=72.1 e_tot_ha=-259.2902 relative_energy_kj_mol=708.0 fmax_ha_per_bohr=0.0579 e_lumo_ha="0.00442 / 0.01565"
C -2.176269 0.709539 -0.129830 0.8 -1.3 -0.3 0.036
N -1.960632 -0.458905 0.222927 -1.2 0.4 -0.2 -0.099
N -0.662355 -0.835091 -0.007304 2.6 0.5 1.3 -0.131
N 0.068543 0.427471 0.235227 0.9 -2.2 0.0 -0.094
N 1.395048 0.170402 0.030502 0.1 0.6 0.5 -0.036
H -3.014442 1.329107 -0.291220 -0.9 0.5 0.4 0.029
H -0.197867 -1.562268 0.661374 -1.7 1.4 -1.2 0.148
H 1.746289 -0.431554 -0.692973 -0.6 -0.4 -0.4 0.069
H 1.947170 0.102613 0.878861 -0.1 0.5 -0.1 0.079


10
Properties=species:S:1:pos:R:3:forces:R:3:lowdin_charge:R:1 method="wB97M-V/def2-TZVPD" homo_lumo_gap_ev="9.14 / 9.14" mol_weight_g_mol=88.1 e_tot_ha=-334.5740 relative_energy_kj_mol=382.9 fmax_ha_per_bohr=0.0997 e_lumo_ha="-0.00243 / -0.00242"
C 0.073762 -0.689475 -0.618799 3.6 -3.7 0.3 -0.098
N 2.235516 0.176467 -0.069250 0.5 -0.5 -0.8 -0.216
N 3.355253 0.232563 0.098256 -1.0 -0.2 0.3 0.188
N -0.646978 2.198953 -0.397302 1.3 0.4 0.9 -0.015
N 1.067383 0.308489 -0.381177 0.4 1.7 0.2 -0.070
O -1.017876 2.038917 0.736287 0.0 0.2 -0.7 -0.086
H -0.756314 -0.599217 0.012027 -0.9 0.0 1.3 0.043
H -0.273142 -0.674235 -1.611228 -0.3 0.4 -1.4 0.054
H 0.667861 -1.716844 -0.519681 -1.9 1.6 0.1 0.126
H 0.452306 2.351332 -0.374203 -1.7 0.0 -0.1 0.073


10
Properties=species:S:1:pos:R:3:forces:R:3:lowdin_charge:R:1 method="wB97M-V/def2-TZVPD" homo_lumo_gap_ev="9.72 / 9.72" mol_weight_g_mol=88.1 e_tot_ha=-334.6412 relative_energy_kj_mol=206.4 smiles="[H]/N=C/N(O)/N=N/[H]" fmax_ha_per_bohr=0.0533 e_lumo_ha="0.01438 / 0.01437"
H -1.113553 2.927652 0.145284 0.2 -0.4 -0.1 0.043
N -0.645835 2.216778 -0.424906 0.7 -1.9 0.2 0.089
C -0.448166 1.152858 0.281260 -1.3 1.9 1.4 -0.249
N 0.140884 -0.042121 -0.069938 -0.1 0.2 -1.1 -0.203
O 0.447294 -0.163672 -1.424065 0.0 0.0 0.8 0.028
N 0.168361 -1.138250 0.734582 0.3 0.7 -0.8 -0.004
N 0.700289 -2.092558 0.132877 -0.2 -0.3 0.0 0.034
H 0.729145 -2.934050 0.724345 -0.2 0.7 0.1 0.076
H -0.778404 1.143816 1.335164 0.3 -0.5 -0.4 0.122
H 0.799985 -1.070452 -1.434603 0.2 -0.4 -0.2 0.064


10
Properties=species:S:1:pos:R:3:forces:R:3:lowdin_charge:R:1 method="wB97M-V/def2-TZVPD" homo_lumo_gap_ev="7.44 / 7.44" mol_weight_g_mol=104.1 e_tot_ha=-657.5155 relative_energy_kj_mol=420.6 fmax_ha_per_bohr=0.0634 e_lumo_ha="-0.00884 / -0.00884"
C -0.669623 -0.150462 0.593663 -0.4 -1.6 1.9 -0.212
N 1.571371 -0.617197 0.042593 3.1 -0.5 -0.9 0.132
N 0.760364 -0.555079 0.863822 -1.4 1.1 2.7 -0.202
N -0.635807 0.479071 -0.642620 0.0 1.8 -0.1 -0.177
N 0.122715 -0.129036 -1.591458 -1.7 0.2 -0.4 -0.594
S 0.528337 0.715535 -2.904198 0.1 0.0 0.8 0.475
H -1.089958 -1.228045 0.622622 -0.5 2.1 0.0 0.147
H -0.874522 0.571572 1.525311 -0.4 -1.7 -2.4 0.165
H 0.793327 -0.581589 1.923081 1.2 -0.8 -0.3 0.139
H -0.506205 1.495231 -0.432815 0.0 -0.6 -1.4 0.127


10
Properties=species:S:1:pos:R:3:forces:R:3:lowdin_charge:R:1 method="wB97M-V/def2-TZVPD" homo_lumo_gap_ev=9.66 mol_weight_g_mol=86.1 e_tot_ha=-313.8221 relative_energy_kj_mol=401.8 total_charge=+1 fmax_ha_per_bohr=0.0722 e_lumo_ha=-0.27562
C 1.223745 -1.711196 0.817186 0.6 2.7 -2.4 0.464
N -0.833209 2.031380 0.044609 0.2 -1.1 -0.9 0.089
N -0.038587 1.166196 0.608049 -1.5 1.0 -1.0 0.025
N -0.746347 0.210370 -1.216345 -1.0 0.7 -0.1 0.083
N -1.247790 1.431256 -1.110245 1.3 -0.6 2.2 0.038
N -0.052466 0.079802 -0.163923 2.0 -1.6 1.0 -0.065
H 1.074087 -1.253837 1.711179 -0.9 0.9 3.0 0.017
H 0.474579 -2.384371 0.490908 0.1 -1.1 -0.7 0.066
H 2.196508 -1.294506 0.463547 -0.8 -1.4 -0.7 0.107
H -2.050521 1.724906 -1.644966 0.0 0.4 -0.4 0.175


11
Properties=species:S:1:pos:R:3:forces:R:3:mulliken_spin:R:1 method="wB97M-V/def2-TZVPD" homo_lumo_gap_ev="5.50 / 6.91" mol_weight_g_mol=117.1 e_tot_ha=-655.3568 spin_multiplicity=3 fmax_ha_per_bohr=0.1917 e_lumo_ha="0.01798 / -0.10940"
C -1.579837 0.278042 0.232412 -0.1 -1.0 -1.8 0.006
N -1.388143 1.401864 0.059589 -0.8 0.2 0.6 0.006
N 1.150034 -2.171282 0.331145 -0.8 -9.7 1.4 0.706
N 1.132957 -1.076049 0.124613 1.7 4.1 2.3 0.119
N 1.119898 -0.017498 -0.374492 -0.2 5.3 -4.0 0.651
N -1.725875 -1.072282 0.168977 -0.5 1.5 1.0 0.028
P 1.751967 1.515326 0.087874 -0.5 1.0 -1.2 0.461
H -1.688985 -1.551168 -0.718032 0.2 0.3 0.0 -0.021
H -1.196331 -1.457964 0.916259 0.2 -1.1 0.3 -0.001
H 0.509559 2.166282 0.514850 1.2 -0.2 -0.4 0.041
H 1.914754 1.984731 -1.343193 -0.3 -0.3 1.9 0.003


7
Properties=species:S:1:pos:R:3:forces:R:3:lowdin_charge:R:1 method="wB97M-V/def2-TZVPD" homo_lumo_gap_ev=6.06 mol_weight_g_mol=46.0 e_tot_ha=-170.3551 relative_energy_kj_mol=328.0 total_charge=-1 fmax_ha_per_bohr=0.0755 e_lumo_ha=0.18609
C -0.079844 -0.241563 0.209366 3.0 -2.1 1.3 -0.274
N 1.160656 0.611509 0.163357 -0.6 1.7 -2.1 -0.457
O 2.227908 -0.182695 0.213415 0.1 -0.1 0.0 -0.477
H 0.241980 -1.256161 -0.242594 -0.8 1.3 -0.1 0.043
H -0.067059 -0.603528 1.358921 -1.0 1.3 -2.2 0.079
H -0.906628 0.239124 -0.310468 -0.4 -0.1 0.6 0.016
H 1.126171 1.299186 -1.026400 -0.3 -2.0 2.5 0.069